Entry 1:
Molecular formula: C27H39BrCl2NO4S
Method: DFT, ωB97M-V/def2-TZVPD

Calculated values
**Total charge**: +1
**Kohn-Sham gap**: 0.2478 Eh
**F_max**: 1.38 eV/Å
**HOMO energy**: -10.94 eV
**E_LUMO**: -4.199 eV

CARTESIAN COORDINATES (ANGSTROEM)
C 8.04 0.24 -0.19
C 6.91 0.59 0.01
C 5.57 1.09 0.38
C 4.53 0.05 0.01
C 3.56 0.24 -0.95
C 3.52 1.58 -1.66
O 4.04 1.67 -2.72
O 2.79 2.55 -1.02
C 3.28 3.85 -1.12
Cl 3.37 4.62 -2.67
C 3.58 4.53 0.00
C 3.42 3.98 1.39
Cl 4.15 6.16 -0.10
C 2.65 -0.78 -1.31
C 1.64 -0.49 -2.41
C 0.16 -0.82 -2.09
C -0.83 0.13 -2.77
C -2.23 -0.52 -2.80
C -2.68 -1.01 -1.41
C -4.20 -1.30 -1.32
C -4.86 -0.65 -0.10
C -6.37 -0.91 -0.05
C -7.03 -0.41 1.26
C -7.33 1.11 1.22
C -6.21 1.95 1.85
O -6.41 3.30 1.43
C -5.21 3.95 1.06
C 2.77 -1.99 -0.65
S 1.74 -3.40 -1.04
N 3.71 -2.17 0.34
C 3.82 -3.45 1.07
C 2.71 -3.64 2.12
C 3.10 -4.70 3.15
Br 2.26 -1.94 3.00
C 4.56 -1.18 0.67
O 5.47 -1.38 1.65
H 9.06 -0.06 -0.10
H 5.44 2.03 -0.16
H 5.55 1.32 1.45
H 3.64 4.78 2.10
H 4.08 3.15 1.62
H 2.39 3.67 1.60
H 1.67 0.58 -2.64
H 1.95 -0.99 -3.33
H 0.03 -0.89 -1.00
H -0.05 -1.82 -2.47
H -0.52 0.39 -3.79
H -0.93 1.03 -2.15
H -2.12 -1.42 -3.43
H -2.97 0.11 -3.29
H -2.17 -1.95 -1.18
H -2.38 -0.25 -0.67
H -4.35 -2.38 -1.19
H -4.70 -1.01 -2.25
H -4.73 0.44 -0.23
H -4.42 -1.01 0.84
H -6.60 -1.98 -0.14
H -6.90 -0.40 -0.86
H -7.94 -0.98 1.45
H -6.36 -0.57 2.12
H -7.40 1.44 0.18
H -8.26 1.36 1.73
H -6.27 1.94 2.94
H -5.22 1.59 1.54
H -4.37 3.62 1.69
H -5.33 5.02 1.24
H -4.94 3.81 0.01
H 2.19 -3.72 -2.27
H 4.75 -3.48 1.63
H 3.86 -4.29 0.38
H 1.78 -3.98 1.66
H 3.19 -5.68 2.69
H 4.02 -4.41 3.67
H 2.30 -4.74 3.88
H 5.05 -1.11 2.49


Entry 2:
Molecular formula: C27H39Cl2F3HgNSSi4Te
Method: DFT, ωB97M-V/def2-TZVPD

Calculated values
**Expectation value of S²**: 0.761
**Spin multiplicity**: 2
**Total charge**: -2
**Kohn-Sham gap (alpha / beta)**: 0.1473 / 0.2305 Eh
**F_max**: 0.99 eV/Å
**HOMO energy (alpha / beta)**: -0.02 / -2.29 eV
**E_LUMO (alpha / beta)**: 3.985 / 3.985 eV

CARTESIAN COORDINATES (ANGSTROEM)
Hg -0.77 -0.38 -0.98
Cl -3.21 -1.22 0.94
C -4.38 0.05 1.14
C -5.43 -0.21 2.01
C -6.42 0.74 2.21
C -6.34 1.94 1.52
C -5.29 2.18 0.66
Cl -5.27 3.70 -0.15
C -4.25 1.25 0.42
S -2.99 1.63 -0.67
H -5.46 -1.16 2.53
H -7.24 0.55 2.88
H -7.09 2.70 1.64
C -0.34 -2.78 2.95
Si -0.08 -0.91 3.31
C 1.20 -0.88 4.75
C -1.69 -0.27 4.14
Si 0.60 0.27 1.31
Si 2.89 -0.41 1.01
C 4.16 -0.17 2.44
C 3.77 0.39 -0.48
C 2.89 -2.30 0.69
Si 0.55 2.57 2.00
C -1.22 3.07 2.54
C 1.67 2.94 3.52
C 1.08 3.88 0.71
H -0.80 -3.32 3.78
H 0.60 -3.26 2.73
H -0.98 -2.91 2.08
H 0.82 -1.31 5.68
H 1.50 0.14 4.97
H 2.09 -1.44 4.48
H -2.15 -0.99 4.81
H -2.43 -0.02 3.38
H -1.49 0.63 4.71
H 4.26 0.89 2.68
H 5.15 -0.54 2.19
H 3.84 -0.68 3.35
H 3.92 1.45 -0.31
H 3.17 0.29 -1.38
H 4.75 -0.05 -0.69
H 2.54 -2.85 1.56
H 3.87 -2.70 0.42
H 2.21 -2.54 -0.12
H -1.54 2.52 3.41
H -1.92 2.85 1.74
H -1.30 4.13 2.77
H 1.39 2.34 4.38
H 1.61 3.98 3.83
H 2.71 2.73 3.30
H 0.43 3.82 -0.16
H 2.10 3.73 0.37
H 1.01 4.90 1.10
F 4.01 3.96 -4.83
C 3.09 3.18 -5.46
F 3.85 2.39 -6.33
F 2.49 4.04 -6.38
C 2.20 2.47 -4.58
C 2.25 2.58 -3.16
C 1.36 1.90 -2.40
N 0.37 1.08 -2.88
C 0.29 1.02 -4.24
C 1.14 1.66 -5.10
H 3.01 3.20 -2.70
H 1.38 1.99 -1.32
H -0.51 0.42 -4.63
H 1.01 1.57 -6.17
Te -1.22 -3.26 -1.07
C -1.09 -4.33 -2.88
C -1.40 -5.68 -2.89
C -1.37 -6.42 -4.05
C -1.01 -5.82 -5.25
C -0.67 -4.47 -5.25
C -0.71 -3.74 -4.08
H -1.69 -6.15 -1.96
H -1.63 -7.47 -4.05
H -1.02 -6.39 -6.18
H -0.39 -4.00 -6.18
H -0.46 -2.69 -4.09


Entry 3:
Molecular formula: C27H39ClF6N4O5P
Method: DFT, ωB97M-V/def2-TZVPD

Calculated values
**Total charge**: +1
**Kohn-Sham gap**: 0.2800 Eh
**F_max**: 0.46 eV/Å
**HOMO energy**: -11.65 eV
**E_LUMO**: -4.027 eV

CARTESIAN COORDINATES (ANGSTROEM)
C -0.99 2.43 1.53
C -2.18 2.13 0.60
P -1.98 1.02 -0.86
C -0.40 1.56 -1.62
C 0.08 0.53 -2.66
C -1.37 -0.53 -0.01
N -0.22 -0.49 0.67
N 0.38 -1.49 1.29
C -0.23 -2.66 1.26
C 0.49 -3.76 1.95
C 0.01 -4.35 3.10
C 0.75 -5.35 3.69
C 1.95 -5.71 3.10
N 2.43 -5.14 2.00
C 1.72 -4.18 1.45
C -1.47 -2.85 0.58
C -2.08 -4.22 0.57
C -1.36 -5.15 -0.44
C -1.64 -6.63 -0.17
Cl -2.83 -7.30 -1.32
C -2.03 -1.77 -0.08
C -3.31 -1.89 -0.87
C -4.53 -1.48 -0.04
O -4.54 -2.22 1.19
C -5.87 -1.70 -0.78
N -5.90 -2.42 -2.03
H -0.02 2.28 1.05
H -1.02 1.82 2.43
H -1.01 3.46 1.86
H -2.56 3.06 0.16
H -3.01 1.73 1.18
H -0.62 2.51 -2.11
H 0.38 1.74 -0.88
H 0.31 -0.43 -2.20
H -0.69 0.36 -3.42
H 0.98 0.88 -3.15
H 0.28 0.38 0.74
H -0.93 -4.03 3.55
H 0.42 -5.84 4.60
H 2.56 -6.50 3.54
H 2.12 -3.72 0.55
H -2.07 -4.65 1.57
H -3.13 -4.15 0.29
H -0.29 -4.97 -0.46
H -1.77 -4.92 -1.43
H -2.06 -6.79 0.82
H -0.74 -7.23 -0.26
H -3.25 -1.24 -1.75
H -3.43 -2.90 -1.24
H -4.44 -0.41 0.19
H -4.27 -1.66 1.92
H -6.51 -2.23 -0.07
H -6.33 -0.73 -0.95
H -5.55 -3.37 -1.98
H -5.48 -1.93 -2.80
C 7.02 1.99 -5.66
C 6.23 2.54 -4.50
O 4.86 2.81 -4.89
C 4.04 1.78 -4.91
O 4.27 0.65 -4.61
C 2.63 2.25 -5.34
F 2.66 3.07 -6.38
F 2.04 2.89 -4.31
F 1.87 1.20 -5.64
H 6.98 2.66 -6.51
H 8.06 1.87 -5.36
H 6.64 1.01 -5.97
H 6.61 3.51 -4.18
H 6.22 1.87 -3.65
C 1.39 6.36 6.18
C 0.49 6.77 5.04
O 1.13 6.53 3.76
C 1.08 5.30 3.30
O 0.55 4.34 3.78
C 1.80 5.22 1.93
F 2.97 5.84 1.94
F 1.02 5.79 0.99
F 1.98 3.95 1.58
H 2.35 6.87 6.12
H 0.92 6.63 7.13
H 1.57 5.29 6.18
H 0.31 7.84 5.04
H -0.46 6.25 5.06